## one
Here is a cluster of 2 separate species, C5H12O in total from the OMol25 dataset. Energies are from wB97M-V/def2-TZVPD.

Values from the calculation:
**HOMO-LUMO gap**: 0.368 Ha
**HOMO**: -9.170 eV
**SMILES**: C=C(C)CC.O
**Total charge**: 0

Positions of all 18 atoms, in Å:
C (0.585, -1.620, 0.010)
C (0.812, -0.339, -0.227)
C (1.018, 0.191, -1.620)
C (0.868, 0.649, 0.885)
C (-0.081, 0.441, 2.090)
H (0.632, -2.349, -0.785)
H (0.251, -1.979, 0.973)
H (1.610, 1.112, -1.610)
H (0.062, 0.440, -2.109)
H (1.468, -0.588, -2.239)
H (1.889, 0.683, 1.275)
H (0.757, 1.687, 0.541)
H (0.506, 0.433, 3.004)
H (-0.699, -0.441, 1.950)
H (-0.695, 1.332, 2.204)
O (-2.556, 0.346, -0.844)
H (-2.591, 0.613, -1.764)
H (-1.850, 0.832, -0.391)

Löwdin population analysis, charges in e, atoms 1 to 6:
1 C 0.04
2 C -0.40
3 C -0.06
4 C -0.24
5 C -0.09
6 H 0.06


## two
Here is a cluster of 2 separate species, C5H12O in total from the OMol25 dataset. Energies are from wB97M-V/def2-TZVPD.

Values from the calculation:
**HOMO-LUMO gap**: 0.384 Ha
**HOMO**: -9.570 eV
**SMILES**: C=CCCC.O
**Total charge**: 0

Positions of all 18 atoms, in Å:
C (1.737, -0.973, -1.121)
C (1.280, -1.352, 0.084)
C (-0.161, -1.612, 0.501)
C (-0.533, -1.119, 1.915)
C (-1.925, -0.555, 2.101)
H (1.042, -1.136, -1.944)
H (2.766, -0.861, -1.400)
H (1.926, -1.187, 0.964)
H (-0.306, -2.674, 0.763)
H (-0.748, -1.260, -0.365)
H (-0.162, -1.721, 2.777)
H (0.128, -0.196, 2.014)
H (-1.889, 0.069, 3.007)
H (-2.623, -1.418, 2.072)
H (-2.182, 0.074, 1.249)
O (0.314, 5.640, -4.218)
H (0.220, 4.834, -3.683)
H (1.116, 5.447, -4.717)

Löwdin population analysis, charges in e, atoms 1 to 6:
1 C -0.01
2 C -0.19
3 C -0.23
4 C -0.31
5 C -0.13
6 H 0.05


## three
Here is the molecule C5H12O from the OMol25 dataset. Energies are from wB97M-V/def2-TZVPD.

Values from the calculation:
**HOMO-LUMO gap**: 0.390 Ha
**HOMO**: -9.520 eV
**SMILES**: CC[C@@H](C)OC
**Total charge**: 0

Positions of all 18 atoms, in Å:
C (1.313, -0.890, 1.546)
C (0.547, -0.822, 0.134)
C (-0.250, 0.309, -0.855)
C (-0.962, -0.376, -2.045)
O (-1.230, 1.060, -0.199)
C (-0.627, 1.593, 0.947)
H (2.119, -0.162, 1.713)
H (0.677, -0.859, 2.443)
H (1.807, -1.879, 1.598)
H (-0.176, -1.636, 0.222)
H (1.331, -1.118, -0.560)
H (0.520, 1.000, -1.250)
H (-0.413, -1.263, -2.363)
H (-1.075, 0.267, -2.934)
H (-1.978, -0.675, -1.758)
H (-1.404, 1.927, 1.637)
H (-0.021, 0.762, 1.322)
H (0.061, 2.417, 0.699)

Löwdin population analysis, charges in e, atoms 1 to 6:
1 C -0.13
2 C -0.15
3 C -0.38
4 C -0.05
5 O -0.17
6 C -0.11


## four
Here is a cluster of 2 separate species, C5H12O in total from the OMol25 dataset. Energies are from wB97M-V/def2-TZVPD.

Values from the calculation:
**HOMO-LUMO gap**: 0.379 Ha
**HOMO**: -9.258 eV
**SMILES**: C/C=C/CC.O
**Total charge**: 0

Positions of all 18 atoms, in Å:
C (2.511, 0.675, -0.012)
C (1.214, 0.178, -0.521)
C (0.021, 0.594, -0.059)
C (-1.294, 0.302, -0.721)
C (-2.405, -0.104, 0.231)
H (3.243, -0.105, 0.077)
H (2.971, 1.404, -0.658)
H (2.495, 1.145, 0.957)
H (1.213, -0.379, -1.456)
H (-0.018, 1.303, 0.776)
H (-1.154, -0.462, -1.497)
H (-1.597, 1.215, -1.249)
H (-3.344, -0.224, -0.311)
H (-2.171, -1.052, 0.710)
H (-2.559, 0.636, 1.023)
O (0.244, -1.708, 1.345)
H (-0.154, -2.324, 0.708)
H (0.783, -1.097, 0.657)

Löwdin population analysis, charges in e, atoms 1 to 6:
1 C -0.10
2 C -0.22
3 C -0.14
4 C -0.26
5 C -0.11
6 H 0.07


Decreasing stability: one, four, two, three


## one
Here is the molecule C5H12O from the OMol25 dataset. Energies are from wB97M-V/def2-TZVPD.

Values from the calculation:
**HOMO-LUMO gap**: 0.408 Ha
**HOMO**: -10.165 eV
**SMILES**: CCC(C)(C)O
**Total charge**: 0

Positions of all 18 atoms, in Å:
C (1.945, -0.116, -0.780)
C (0.851, -0.604, 0.169)
C (-0.522, 0.081, -0.014)
C (-1.620, -0.835, 0.533)
C (-0.566, 1.438, 0.683)
O (-0.785, 0.382, -1.385)
H (1.757, -0.447, -1.807)
H (2.918, -0.520, -0.484)
H (2.018, 0.975, -0.796)
H (1.162, -0.457, 1.212)
H (0.731, -1.690, 0.042)
H (-1.447, -1.065, 1.591)
H (-1.637, -1.783, -0.019)
H (-2.602, -0.362, 0.432)
H (-0.436, 1.328, 1.765)
H (-1.534, 1.915, 0.492)
H (0.217, 2.098, 0.296)
H (-0.451, -0.337, -1.931)

Löwdin population analysis, charges in e, atoms 1 to 6:
1 C -0.10
2 C -0.20
3 C -0.64
4 C -0.04
5 C -0.03
6 O -0.03


## two
Here is a cluster of 2 separate species, C5H12O in total from the OMol25 dataset. Energies are from wB97M-V/def2-TZVPD.

Values from the calculation:
**HOMO-LUMO gap**: 0.425 Ha
**HOMO**: -10.762 eV
**SMILES**: C1CCCC1.O
**Total charge**: 0

Positions of all 18 atoms, in Å:
C (-0.059, -1.370, 0.346)
C (-0.398, -0.782, 1.771)
C (-1.087, 0.520, 1.401)
C (-0.311, 1.056, 0.219)
C (-0.225, -0.210, -0.657)
H (-0.719, -2.236, 0.145)
H (0.987, -1.729, 0.315)
H (0.556, -0.620, 2.310)
H (-1.003, -1.494, 2.364)
H (-0.958, 1.216, 2.252)
H (-2.167, 0.294, 1.312)
H (0.732, 1.297, 0.500)
H (-0.702, 1.900, -0.380)
H (-1.185, -0.330, -1.195)
H (0.589, -0.266, -1.404)
O (1.748, 1.229, -3.006)
H (1.597, 0.550, -3.701)
H (2.604, 0.974, -2.592)

Löwdin population analysis, charges in e, atoms 1 to 6:
1 C -0.20
2 C -0.21
3 C -0.24
4 C -0.20
5 C -0.22
6 H 0.10


## three
Here is a cluster of 2 separate species, C5H12O in total from the OMol25 dataset. Energies are from wB97M-V/def2-TZVPD.

Values from the calculation:
**HOMO-LUMO gap**: 0.400 Ha
**HOMO**: -9.863 eV
**SMILES**: C=CCC.CO
**Total charge**: 0

Positions of all 18 atoms, in Å:
C (0.588, -1.646, -0.137)
C (-0.658, -1.232, 0.077)
C (-1.459, -0.340, -0.833)
C (-2.397, 0.611, -0.076)
H (1.140, -2.251, 0.578)
H (1.165, -1.289, -0.988)
H (-1.144, -1.496, 1.018)
H (-0.798, 0.224, -1.506)
H (-2.044, -1.006, -1.476)
H (-3.054, 0.040, 0.589)
H (-3.037, 1.186, -0.755)
H (-1.847, 1.331, 0.544)
C (2.472, 1.189, 0.292)
O (2.110, 0.463, 1.445)
H (2.701, 2.223, 0.593)
H (1.649, 1.218, -0.451)
H (3.356, 0.699, -0.153)
H (1.257, 0.076, 1.240)

Löwdin population analysis, charges in e, atoms 1 to 6:
1 C -0.02
2 C -0.20
3 C -0.27
4 C -0.12
5 H 0.07
6 H 0.07


Decreasing stability: one, two, three


## one
Here is a cluster of 2 separate species, C5H12O in total from the OMol25 dataset. Energies are from wB97M-V/def2-TZVPD.

Values from the calculation:
**HOMO-LUMO gap (spin up / spin down)**: 0.274 / 0.279 Ha
**HOMO (spin up / spin down)**: -8.289 / -8.380 eV
**Total charge**: 0

Positions of all 18 atoms, in Å:
C (0.727, 0.707, 1.703)
C (0.680, -0.269, 0.549)
C (-0.347, -1.330, 0.482)
C (-1.039, -1.371, -1.028)
O (-1.303, -0.156, -1.517)
C (0.082, 1.598, -1.255)
H (-0.283, 1.043, 1.967)
H (1.316, 1.594, 1.427)
H (1.193, 0.272, 2.592)
H (1.662, -0.556, 0.164)
H (0.324, 0.485, -0.348)
H (0.069, -2.330, 0.632)
H (-1.131, -1.177, 1.234)
H (-0.357, -1.989, -1.656)
H (-1.934, -2.017, -0.862)
H (-0.912, 1.997, -1.073)
H (0.371, 1.340, -2.269)
H (0.881, 2.161, -0.743)

Löwdin population analysis, charges in e, atoms 1 to 6:
1 C -0.10
2 C -0.27
3 C -0.15
4 C -0.36
5 O -0.24
6 C 0.12


## two
Here is a cluster of 3 separate species, C5H12O in total from the OMol25 dataset. Energies are from wB97M-V/def2-TZVPD.

Values from the calculation:
**HOMO-LUMO gap**: 0.379 Ha
**HOMO**: -9.466 eV
**SMILES**: C=C(C)C.[H][H].C=O
**Total charge**: 0

Positions of all 18 atoms, in Å:
C (0.091, 0.671, 1.181)
C (-0.836, 0.143, 0.381)
C (-1.344, 0.870, -0.837)
C (-1.495, -1.175, 0.687)
H (0.494, 1.665, 0.997)
H (0.459, 0.145, 2.059)
H (-0.687, 1.699, -1.120)
H (-2.343, 1.280, -0.645)
H (-1.434, 0.195, -1.696)
H (-2.524, -0.997, 1.023)
H (-0.967, -1.718, 1.476)
H (-1.552, -1.818, -0.199)
H (0.566, -1.407, -1.393)
H (1.267, -1.494, -1.153)
C (2.572, 0.490, -0.191)
O (3.002, -0.631, -0.101)
H (2.855, 1.284, 0.527)
H (1.876, 0.799, -0.995)

Löwdin population analysis, charges in e, atoms 1 to 6:
1 C -0.01
2 C -0.45
3 C -0.08
4 C -0.08
5 H 0.06
6 H 0.07


## three
Here is the molecule C5H12O from the OMol25 dataset. Energies are from wB97M-V/def2-TZVPD.

Values from the calculation:
**HOMO-LUMO gap**: 0.404 Ha
**HOMO**: -10.040 eV
**SMILES**: CCC(C)(C)O
**Total charge**: 0

Positions of all 18 atoms, in Å:
C (2.063, -0.043, -0.539)
C (0.834, -0.765, -0.022)
C (-0.499, 0.051, -0.035)
C (-1.647, -0.729, 0.629)
C (-0.491, 1.483, 0.515)
O (-0.766, 0.222, -1.427)
H (1.861, 0.367, -1.527)
H (2.941, -0.694, -0.610)
H (2.325, 0.777, 0.124)
H (0.993, -1.098, 0.997)
H (0.727, -1.681, -0.629)
H (-1.570, -0.766, 1.721)
H (-1.671, -1.763, 0.272)
H (-2.613, -0.272, 0.384)
H (-0.311, 1.518, 1.593)
H (-1.472, 1.943, 0.332)
H (0.255, 2.102, 0.012)
H (-0.962, -0.651, -1.789)

Löwdin population analysis, charges in e, atoms 1 to 6:
1 C -0.11
2 C -0.20
3 C -0.61
4 C -0.04
5 C -0.03
6 O -0.05


Decreasing stability: three, two, one


## one
Here is a cluster of 2 separate species, C5H12O in total from the OMol25 dataset. Energies are from wB97M-V/def2-TZVPD.

Values from the calculation:
**HOMO-LUMO gap (spin up / spin down)**: 0.306 / 0.293 Ha
**HOMO (spin up / spin down)**: -7.221 / -6.988 eV
**Total charge**: 0

Positions of all 18 atoms, in Å:
C (1.333, 1.648, 0.208)
C (-1.682, 0.677, -1.240)
O (-1.339, -0.378, -0.551)
C (-0.406, -1.244, -0.767)
C (0.761, 1.082, 1.503)
C (-0.227, -2.340, 0.223)
H (2.426, 1.579, 0.185)
H (1.066, 2.702, 0.083)
H (0.942, 1.104, -0.660)
H (-2.535, 1.213, -0.859)
H (-1.195, 0.869, -2.190)
H (0.184, -1.133, -1.674)
H (1.067, 0.040, 1.649)
H (-0.334, 1.104, 1.483)
H (1.096, 1.658, 2.372)
H (-0.397, -3.333, -0.215)
H (-0.939, -2.206, 1.043)
H (0.785, -2.346, 0.652)

Löwdin population analysis, charges in e, atoms 1 to 6:
1 C -0.17
2 C -0.06
3 O -0.12
4 C -0.23
5 C -0.17
6 C -0.08


## two
Here is a cluster of 2 separate species, C5H12O in total from the OMol25 dataset. Energies are from wB97M-V/def2-TZVPD.

Values from the calculation:
**HOMO-LUMO gap**: 0.369 Ha
**HOMO**: -8.865 eV
**SMILES**: C=COCCC.[H][H]
**Total charge**: 0

Positions of all 18 atoms, in Å:
C (-3.046, 0.456, -0.930)
C (-1.768, 0.786, -0.776)
O (-0.801, -0.136, -0.531)
C (0.447, 0.391, -0.105)
C (1.454, -0.742, -0.056)
C (2.837, -0.249, 0.366)
H (-3.780, 1.219, -1.157)
H (-3.375, -0.575, -0.843)
H (-1.417, 1.817, -0.852)
H (0.338, 0.855, 0.888)
H (0.781, 1.171, -0.807)
H (1.088, -1.505, 0.641)
H (1.499, -1.210, -1.047)
H (3.551, -1.077, 0.409)
H (2.809, 0.219, 1.357)
H (3.229, 0.491, -0.342)
H (-2.057, -1.010, 2.236)
H (-1.788, -0.901, 1.550)

Löwdin population analysis, charges in e, atoms 1 to 6:
1 C 0.01
2 C -0.26
3 O -0.15
4 C -0.25
5 C -0.24
6 C -0.11


## three
Here is the molecule C5H12O from the OMol25 dataset. Energies are from wB97M-V/def2-TZVPD.

Values from the calculation:
**HOMO-LUMO gap**: 0.397 Ha
**HOMO**: -9.832 eV
**SMILES**: CC(C)CCO
**Total charge**: 0

Positions of all 18 atoms, in Å:
C (1.891, -0.794, -0.552)
C (0.514, -0.536, 0.096)
C (-0.585, -1.513, -0.251)
C (0.115, 0.963, -0.137)
C (-1.381, 1.411, 0.117)
O (-1.599, 1.534, 1.533)
H (2.624, -0.700, 0.326)
H (1.942, -1.827, -0.943)
H (1.993, -0.160, -1.517)
H (0.596, -0.680, 1.216)
H (-1.136, -1.321, -1.218)
H (-1.366, -1.698, 0.488)
H (-0.036, -2.419, -0.403)
H (0.640, 1.546, 0.557)
H (0.488, 1.313, -1.090)
H (-1.701, 2.462, -0.321)
H (-2.247, 0.741, -0.065)
H (-0.753, 1.676, 2.164)

Löwdin population analysis, charges in e, atoms 1 to 6:
1 C -0.08
2 C -0.44
3 C -0.10
4 C -0.15
5 C -0.24
6 O -0.17


Decreasing stability: three, two, one